ORCA calculation (wB97M-V/def2-TZVPD) on a molecular structure, C32H28N5OPPdS in a non-equilibrium geometry.

Positions of all 69 atoms, in Å:
Pd: 0.203 1.606 0.708
N: 4.049 3.125 0.683
C: 4.539 1.836 0.841
C: 5.835 1.337 0.884
C: 5.963 -0.017 1.099
C: 4.842 -0.841 1.289
C: 3.559 -0.340 1.252
C: 3.414 1.019 0.991
N: 2.281 1.831 0.906
C: 2.712 3.062 0.741
C: 1.769 4.149 0.681
C: 1.965 5.485 0.794
S: 0.472 6.301 0.688
C: -0.333 4.817 0.520
N: 0.454 3.775 0.534
H: 4.601 3.958 0.557
H: 6.701 1.976 0.771
H: 6.952 -0.452 1.152
H: 4.994 -1.893 1.489
H: 2.689 -0.940 1.450
H: 2.889 6.020 0.948
H: -1.402 4.763 0.378
C: -5.301 0.832 0.865
N: -3.998 1.451 1.096
C: -3.764 2.672 1.675
C: -2.417 2.834 1.701
N: -1.829 1.714 1.149
C: -2.815 0.909 0.789
H: -6.082 1.550 1.097
H: -5.425 -0.041 1.503
H: -5.395 0.531 -0.175
H: -4.556 3.316 2.018
H: -1.844 3.630 2.137
H: -2.705 -0.063 0.351
O: 0.581 -0.554 0.784
P: -0.130 -1.457 -0.238
C: 0.954 -2.534 -1.170
C: 0.521 -3.050 -2.393
C: 1.341 -3.908 -3.107
C: 2.592 -4.247 -2.607
C: 3.027 -3.730 -1.396
C: 2.209 -2.876 -0.672
C: -0.915 -0.383 -1.456
C: -0.235 0.799 -1.758
C: -0.832 1.744 -2.581
C: -2.079 1.488 -3.139
C: -2.719 0.278 -2.902
C: -2.144 -0.654 -2.046
C: -1.385 -2.447 0.573
C: -1.867 -1.998 1.805
C: -2.807 -2.750 2.493
C: -3.263 -3.947 1.955
C: -2.787 -4.395 0.729
C: -1.839 -3.654 0.040
H: -0.446 -2.773 -2.798
H: 1.007 -4.311 -4.053
H: 3.230 -4.918 -3.166
H: 4.002 -3.998 -1.011
H: 2.540 -2.479 0.274
H: 0.820 0.884 -1.514
H: -0.311 2.661 -2.825
H: -2.539 2.220 -3.790
H: -3.664 0.062 -3.383
H: -2.661 -1.582 -1.827
H: -1.484 -1.079 2.231
H: -3.174 -2.417 3.454
H: -3.977 -4.546 2.505
H: -3.140 -5.332 0.322
H: -1.443 -4.029 -0.895

Properties
Total energy = -2452.2692 Ha
Charge = +2
Largest force on an atom = 0.0381 hartree/bohr
HOMO-LUMO gap = 7.19 eV
LUMO energy = -0.24516 Eh

---

ORCA calculation (wB97M-V/def2-TZVPD) on a molecular structure, C32H28O7P3V in a non-equilibrium geometry.

Positions of all 71 atoms, in Å:
V: -0.649 0.456 0.954
O: -0.789 1.046 4.483
P: 0.117 0.454 3.322
O: 1.332 -0.205 3.776
O: -0.831 -0.368 2.417
O: 0.435 1.860 2.488
P: 1.246 1.994 1.052
O: 3.440 1.602 -0.922
O: 1.800 3.339 0.890
O: 0.200 1.576 -0.007
H: -1.555 1.517 4.142
H: 3.371 2.351 -0.309
C: 5.922 1.294 3.461
C: 4.813 2.107 3.607
C: 3.682 1.887 2.838
C: 3.656 0.858 1.910
C: 4.765 0.028 1.781
C: 5.891 0.250 2.552
C: 2.452 0.601 1.042
C: 2.799 0.526 -0.407
C: 2.496 -0.542 -1.270
C: 1.770 -1.691 -0.858
C: 1.517 -2.716 -1.741
C: 1.954 -2.651 -3.059
C: 2.666 -1.533 -3.484
C: 2.933 -0.501 -2.620
H: 6.803 1.474 4.061
H: 4.824 2.916 4.322
H: 2.827 2.531 2.967
H: 4.739 -0.789 1.073
H: 6.751 -0.393 2.441
H: 1.948 -0.308 1.391
H: 1.433 -1.798 0.169
H: 0.979 -3.590 -1.399
H: 1.757 -3.462 -3.743
H: 3.023 -1.478 -4.503
H: 3.492 0.360 -2.948
C: -6.536 -0.721 1.002
C: -6.443 0.284 0.052
C: -5.202 0.744 -0.354
C: -4.052 0.198 0.205
C: -4.146 -0.793 1.178
C: -5.390 -1.254 1.573
P: -2.389 0.533 -0.455
C: -2.423 2.199 -1.163
C: -2.800 3.245 -0.322
C: -2.672 4.555 -0.742
C: -2.161 4.831 -2.002
C: -1.773 3.794 -2.834
C: -1.886 2.479 -2.415
C: -2.469 -0.649 -1.837
C: -3.276 -0.464 -2.954
C: -3.375 -1.469 -3.898
C: -2.691 -2.661 -3.717
C: -1.903 -2.855 -2.593
C: -1.785 -1.847 -1.654
H: -7.506 -1.094 1.298
H: -7.341 0.696 -0.386
H: -5.112 1.523 -1.098
H: -3.228 -1.190 1.605
H: -5.470 -2.037 2.313
H: -3.178 3.011 0.669
H: -2.955 5.366 -0.086
H: -2.048 5.856 -2.326
H: -1.360 4.008 -3.809
H: -1.535 1.669 -3.039
H: -3.822 0.462 -3.071
H: -3.993 -1.330 -4.772
H: -2.780 -3.448 -4.450
H: -1.388 -3.792 -2.451
H: -1.176 -1.957 -0.755

Properties
Spin multiplicity = 3
Total energy = -3731.0945 Ha
Charge = 0
Largest force on an atom = 0.0968 hartree/bohr
HOMO-LUMO gap (alpha / beta) = 6.43 / 6.99 eV
LUMO energy (alpha / beta) = -0.00047 / -0.00477 Eh

---

ORCA calculation (wB97M-V/def2-TZVPD) on a molecular structure, C32H29BrF12KN5O2.

Positions of all 82 atoms, in Å:
K: 0.182 -0.189 -0.019
C: -6.339 0.208 -2.852
C: -5.141 0.539 -1.999
C: -4.488 1.762 -2.095
C: -3.386 2.027 -1.312
C: -2.858 1.102 -0.374
N: -1.763 1.442 0.366
C: -1.704 2.678 0.924
C: -2.909 3.275 1.414
C: -2.941 4.428 2.155
C: -1.760 5.098 2.473
C: -1.754 6.328 3.346
C: -0.586 4.565 1.971
C: -0.502 3.414 1.179
C: 0.896 3.034 0.586
O: 0.969 2.176 -0.418
C: 1.590 4.383 0.085
F: 2.691 4.122 -0.666
F: 2.047 5.266 1.024
F: 0.759 5.078 -0.711
C: 1.791 2.498 1.764
F: 3.084 2.310 1.372
F: 1.353 1.295 2.182
F: 1.869 3.270 2.873
C: -3.500 -0.179 -0.307
C: -4.622 -0.393 -1.105
C: -2.942 -1.294 0.632
O: -1.739 -1.760 0.300
C: -2.952 -0.745 2.135
F: -1.741 -0.363 2.548
F: -3.348 -1.679 3.051
F: -3.795 0.291 2.329
C: -3.889 -2.553 0.637
F: -5.165 -2.336 1.067
F: -3.407 -3.550 1.402
F: -3.993 -3.099 -0.596
H: -6.801 1.116 -3.247
H: -7.101 -0.330 -2.280
H: -6.078 -0.423 -3.709
H: -4.845 2.515 -2.795
H: -2.881 2.982 -1.391
H: -3.830 2.742 1.221
H: -3.895 4.805 2.518
H: -2.712 6.852 3.291
H: -0.973 7.030 3.042
H: -1.578 6.088 4.402
H: 0.321 5.103 2.210
H: -5.153 -1.330 -1.042
C: 4.779 2.085 -2.657
C: 3.300 1.765 -2.706
N: 3.035 0.506 -2.018
C: 3.687 0.171 -0.840
N: 3.112 -0.675 -0.069
C: 3.755 -1.077 1.163
C: 5.269 -0.923 1.118
C: 5.592 0.474 0.628
N: 4.957 0.708 -0.657
C: 5.256 2.017 -1.222
H: 4.954 3.084 -3.061
H: 5.345 1.366 -3.258
H: 2.979 1.648 -3.744
H: 2.708 2.560 -2.249
H: 2.044 0.418 -1.847
H: 3.490 -2.121 1.358
H: 3.347 -0.492 1.995
H: 5.695 -1.657 0.426
H: 5.712 -1.088 2.103
H: 6.670 0.606 0.491
H: 5.258 1.215 1.366
H: 6.341 2.150 -1.170
H: 4.789 2.811 -0.625
Br: -0.545 -6.107 0.864
C: 0.629 -4.973 -0.104
C: 1.918 -5.385 -0.377
C: 2.739 -4.517 -1.085
C: 2.222 -3.293 -1.480
N: 0.976 -2.912 -1.214
C: 0.178 -3.728 -0.527
H: 2.271 -6.352 -0.044
H: 3.761 -4.786 -1.320
H: 2.833 -2.573 -2.012
H: -0.814 -3.340 -0.283

Properties
Total energy = -6033.5784 Ha
Charge = -2
Largest force on an atom = 0.0081 hartree/bohr
HOMO-LUMO gap = 4.29 eV
LUMO energy = 0.14093 Eh
ΔE to the lowest compared entry with this formula, charge and spin = 0.0 kJ/mol